Density functional theory data (the ωB97M-V functional and the def2-TZVPD basis) for 12 unconnected molecules or ions with the total composition C34H82N6O14S4 in a non-equilibrium geometry.

Each line ends with the Löwdin charge.
Positions of all 140 atoms, in Å:
C: -2.323 -0.042 -2.505  -0.2377
S: -3.053 1.581 -2.107  0.8083
O: -4.551 1.400 -2.229  -0.5552
C: -2.585 2.412 -3.633  -0.2492
H: -1.296 -0.127 -2.148  0.0388
H: -2.469 -0.399 -3.522  0.0614
H: -2.873 -0.720 -1.846  0.0356
H: -3.123 3.363 -3.612  0.0399
H: -2.953 1.874 -4.505  0.0659
H: -1.532 2.657 -3.766  0.0413
C: 3.069 1.865 2.070  -0.2629
S: 3.970 1.424 3.571  0.8274
O: 4.715 2.666 3.950  -0.5635
C: 2.528 1.427 4.695  -0.2522
H: 2.639 2.868 2.109  0.0512
H: 2.285 1.172 1.771  0.0169
H: 3.806 1.905 1.264  0.0577
H: 2.661 0.882 5.627  0.0500
H: 1.698 0.918 4.190  0.0324
H: 2.143 2.434 4.852  0.0099
C: -4.762 5.059 -0.991  -0.2200
S: -3.873 4.560 0.536  0.8236
O: -2.773 3.627 0.123  -0.6107
C: -3.120 6.199 0.766  -0.2585
H: -5.692 5.580 -0.784  0.0611
H: -5.082 4.066 -1.331  0.0368
H: -4.005 5.454 -1.659  0.0479
H: -2.454 6.531 -0.033  0.0604
H: -2.572 6.254 1.707  0.0311
H: -3.906 6.956 0.839  0.0580
C: -0.268 4.283 2.293  -0.2511
S: -0.546 3.380 3.828  0.8295
O: 0.661 3.640 4.665  -0.5393
C: -1.899 4.457 4.386  -0.2478
H: 0.039 5.307 2.496  0.0693
H: -1.118 4.208 1.615  0.0112
H: 0.536 3.735 1.795  0.0286
H: -2.842 4.238 3.883  0.0381
H: -1.621 5.508 4.341  0.0563
H: -2.056 4.177 5.431  0.0522
C: 2.966 -2.179 2.744  -0.3302
O: 2.043 -1.427 2.462  -0.0492
N: 4.160 -2.228 2.136  -0.1604
C: 5.120 -3.254 2.468  -0.0511
C: 4.514 -1.410 0.981  -0.0376
H: 2.948 -2.718 3.708  0.1440
H: 6.107 -2.840 2.690  0.0925
H: 5.253 -3.988 1.672  0.0944
H: 4.825 -3.769 3.383  0.0891
H: 3.898 -0.524 0.862  0.0600
H: 5.520 -1.022 1.152  0.1034
H: 4.512 -1.995 0.063  0.0733
C: 0.230 -4.494 3.311  -0.3275
O: 0.039 -5.692 3.289  0.0134
N: -0.638 -3.602 3.860  -0.1814
C: -0.512 -2.162 3.709  -0.0756
C: -1.811 -4.015 4.581  -0.0606
H: 1.144 -3.987 2.959  0.1171
H: -1.479 -1.662 3.751  0.0783
H: 0.036 -1.837 2.822  0.0495
H: 0.092 -1.767 4.535  0.0949
H: -1.875 -3.611 5.597  0.0940
H: -2.737 -3.645 4.127  0.0779
H: -1.890 -5.096 4.667  0.0866
C: -4.704 -0.731 2.655  -0.3514
O: -4.277 -1.002 3.766  -0.0002
N: -4.658 0.493 2.099  -0.1741
C: -5.422 0.734 0.883  -0.0438
C: -4.006 1.607 2.755  -0.0591
H: -5.173 -1.466 1.987  0.1321
H: -5.556 1.811 0.807  0.0790
H: -6.400 0.247 0.839  0.0919
H: -4.955 0.364 -0.035  0.0626
H: -3.388 2.135 2.027  0.0422
H: -4.679 2.331 3.219  0.0934
H: -3.368 1.146 3.508  0.0864
C: 0.519 4.297 -4.780  -0.3533
O: -0.338 4.110 -5.629  -0.0012
N: 0.314 4.912 -3.611  -0.1743
C: 1.321 5.114 -2.589  -0.0582
C: -0.987 5.485 -3.290  -0.0548
H: 1.560 3.935 -4.853  0.1287
H: 0.959 4.818 -1.604  0.0794
H: 1.779 6.100 -2.621  0.0905
H: 2.115 4.369 -2.713  0.0805
H: -0.855 6.549 -3.075  0.0916
H: -1.642 5.431 -4.156  0.0842
H: -1.494 5.036 -2.435  0.0690
C: 3.521 0.304 -2.918  -0.3377
O: 4.218 -0.185 -2.040  0.0062
N: 3.470 -0.122 -4.189  -0.1819
C: 2.891 0.693 -5.239  -0.0478
C: 4.058 -1.369 -4.621  -0.0473
H: 2.851 1.154 -2.732  0.1085
H: 3.693 0.911 -5.952  0.0934
H: 2.548 1.679 -4.933  0.0703
H: 2.087 0.184 -5.770  0.0913
H: 4.921 -1.258 -5.286  0.0937
H: 4.364 -2.027 -3.820  0.0636
H: 3.319 -1.883 -5.242  0.0943
C: 0.385 1.894 -0.660  -0.3422
O: 1.395 2.133 -1.309  -0.0099
N: 0.177 0.782 0.067  -0.1441
C: -0.948 0.674 0.992  -0.0275
C: 1.047 -0.379 -0.029  -0.0456
H: -0.342 2.677 -0.382  0.1193
H: -1.117 -0.392 1.139  0.0735
H: -1.877 1.046 0.558  0.0600
H: -0.709 1.126 1.956  0.0684
H: 0.504 -1.268 0.279  0.0710
H: 1.525 -0.526 -0.996  0.0865
H: 1.875 -0.268 0.677  0.0364
O: -1.394 -2.787 -0.966  0.0783
C: -1.784 -3.664 -0.231  -0.5315
O: -1.591 -4.956 -0.452  0.0151
C: -0.942 -5.378 -1.639  -0.2174
C: -1.934 -5.371 -2.799  -0.0514
C: -2.515 -3.365 1.037  0.0442
H: -0.614 -6.409 -1.483  0.1240
H: -0.046 -4.804 -1.860  0.0966
H: -2.859 -5.881 -2.534  0.0820
H: -1.596 -5.840 -3.722  0.0746
H: -2.081 -4.305 -2.994  0.0732
H: -1.859 -2.812 1.707  0.0618
H: -2.842 -4.276 1.536  0.0970
H: -3.420 -2.781 0.878  0.0810
O: 3.822 -6.138 -1.675  0.0978
C: 3.009 -5.850 -2.521  -0.5568
O: 2.566 -4.632 -2.780  -0.0008
C: 3.009 -3.522 -2.007  -0.2148
C: 2.379 -3.499 -0.630  -0.0422
C: 2.334 -6.935 -3.328  0.0233
H: 2.626 -2.611 -2.477  0.1073
H: 4.090 -3.392 -2.068  0.1233
H: 1.297 -3.576 -0.714  0.0670
H: 2.625 -2.550 -0.154  0.0411
H: 2.764 -4.325 -0.030  0.0901
H: 3.111 -7.502 -3.835  0.0885
H: 1.607 -6.487 -4.003  0.0795
H: 1.857 -7.611 -2.622  0.0889

Cartesian forces, eV/Å:
-0.5 -0.3 0.9
-0.1 -0.9 -1.0
0.8 0.3 0.2
-0.3 0.7 -0.3
0.1 0.3 -0.3
0.1 0.4 -0.2
0.0 0.0 -0.1
0.0 0.0 0.1
0.0 -0.3 0.1
0.1 -0.3 0.3
0.0 0.3 -0.7
-0.8 0.9 0.8
0.2 -0.5 -0.3
-0.8 -0.6 -0.7
0.1 0.0 0.6
0.1 -0.2 0.4
0.1 -0.1 0.1
0.6 0.1 0.0
0.2 -0.2 -0.1
0.7 0.0 0.1
0.2 -2.1 0.7
0.2 1.2 -0.5
-0.3 0.4 0.1
-0.1 0.6 0.6
0.3 0.7 0.0
0.1 0.1 -0.4
-0.3 0.4 -0.2
0.0 -0.5 -0.2
0.0 -0.3 0.0
-0.2 -0.2 0.0
0.3 -0.7 -0.4
-0.1 0.6 -0.4
-0.8 0.4 -0.1
0.1 -0.4 0.9
0.0 0.0 0.1
-0.2 0.1 0.2
0.2 0.2 0.1
0.2 0.0 -0.4
0.0 0.0 -0.1
0.1 0.1 0.0
0.4 1.2 0.9
0.4 -0.2 -0.2
0.0 -0.2 -0.5
0.4 -0.3 0.6
0.4 0.2 0.3
0.0 -0.5 -0.3
-0.1 0.3 -0.2
-0.2 0.0 -0.1
-0.2 -0.1 -0.1
-0.4 -0.3 0.1
0.1 -0.2 -0.1
0.1 0.1 0.0
-0.7 0.4 0.6
0.4 -0.1 -0.1
-0.3 0.3 -0.3
0.9 0.4 0.5
-1.0 -0.4 0.4
-0.1 -0.2 -0.3
-0.2 -0.3 -0.1
-0.3 -0.5 0.0
-0.2 0.2 0.1
0.5 0.1 0.0
0.2 0.0 -0.3
0.3 0.0 -0.2
0.3 0.4 0.7
0.1 -0.3 -0.3
-0.7 -0.1 -0.5
0.0 0.0 -0.6
0.5 -0.5 0.0
-0.1 -0.1 0.1
-0.1 0.0 -0.3
-0.1 0.1 0.7
0.4 0.4 0.2
0.0 0.0 0.0
-0.3 -0.2 0.0
0.0 0.3 0.2
-0.1 -0.4 -0.2
0.4 0.0 0.1
-0.9 0.6 1.3
0.9 -1.3 -0.3
0.0 0.7 -0.5
0.0 0.0 -0.2
-0.4 0.5 0.0
-0.3 0.2 0.2
0.0 0.2 -0.3
0.0 0.0 0.1
0.1 -0.2 -0.1
0.3 -0.3 0.1
0.3 0.2 0.5
-0.3 -0.3 -0.1
-0.2 -0.1 -0.2
0.5 0.1 -0.5
0.0 -0.3 -0.9
0.1 0.1 0.1
-0.1 -0.1 -0.2
-0.1 -0.2 0.6
-0.1 -0.1 0.1
0.1 0.4 0.1
-0.1 0.3 0.3
-0.1 -0.2 0.2
0.6 0.4 1.7
-0.3 -0.2 -0.6
-0.5 -0.4 -0.8
0.0 -0.5 -0.3
0.9 0.2 0.4
-0.3 0.0 -0.6
0.0 0.0 0.2
0.2 0.5 0.1
-0.2 0.1 0.0
-0.1 0.0 -0.2
-0.4 0.3 -0.3
-0.3 -0.2 -0.2
0.2 0.1 -0.3
0.0 0.7 -0.2
-0.2 -0.4 0.7
0.1 -1.2 -1.2
0.2 0.9 0.1
-0.4 -0.7 0.6
-0.1 0.1 0.5
-0.1 0.3 0.1
-0.1 0.2 0.2
0.5 0.0 0.2
-0.6 -0.2 -0.3
0.0 0.0 -0.1
0.2 0.0 0.0
0.2 0.2 -0.4
0.1 0.6 -0.1
0.3 -1.4 0.8
-0.5 0.4 -0.8
-0.3 1.2 0.2
0.7 -0.5 0.2
0.0 0.7 0.0
-0.1 -0.4 -0.6
0.1 -0.5 0.5
0.0 0.0 0.0
-0.2 -0.2 0.0
-0.1 0.1 0.2
-0.1 0.0 -0.2
0.0 -0.3 -0.2
-0.1 0.0 0.0

Properties
HOMO: -8.37 eV
calculated total energy: -117531.5514 eV
charge: 0
LUMO energy: -0.001 hartree
multiplicity: 1
ΔE to the lowest compared entry with this formula, charge and spin: 0.0 kcal per mole
HOMO-LUMO gap: 8.35 eV